(1)
73
Properties=species:S:1:pos:R:3:forces:R:3:lowdin_spin:R:1 method="wB97M-V/def2-TZVPD" charge=+1 e_lumo_ev="-5.072 / -4.896" homo_energy_ev="-11.10 / -11.09" multiplicity=6 orbital_gap_ha="0.221 / 0.228" relative_energy_kcal_mol=0.0
Mn 0.5698 0.7534 -0.3222 -0.594 -2.784 0.127 3.68
C 4.7305 0.0300 1.1901 -0.079 0.160 0.108 -0.01
C 3.5770 0.5333 0.3869 -0.130 -0.128 0.014 0.02
N 2.3537 0.6536 0.8952 -0.224 0.007 0.396 0.34
O 2.2010 0.4799 2.2361 0.588 0.221 -0.320 0.12
B 0.7839 0.4248 2.5648 -0.779 -1.096 -0.928 0.01
F 0.5304 -0.0680 3.7817 0.199 0.222 0.299 0.00
F 0.2288 -0.4692 1.5065 0.342 0.298 0.760 0.04
O 0.0116 1.6778 2.3204 0.030 0.237 -0.122 -0.02
N -0.2189 1.8625 1.0143 -0.716 1.094 0.565 -0.07
C -0.9672 2.8477 0.6277 0.112 -0.365 0.703 0.03
C -1.6329 3.7896 1.5632 0.160 -0.199 0.096 0.00
C -1.0229 2.9950 -0.8189 0.094 -0.168 -0.940 0.00
N -0.3687 2.0636 -1.4271 -0.293 1.248 -0.320 0.00
O -0.1684 2.1144 -2.7584 -0.287 0.213 0.215 0.00
B 0.9961 1.3096 -3.1560 0.057 -1.176 0.713 0.00
F 0.9703 0.9689 -4.4368 -0.014 0.154 -0.183 0.00
F 0.8611 0.0550 -2.2347 -0.103 0.709 -0.581 0.03
O 2.3109 1.8230 -2.7487 0.168 0.290 -0.070 0.01
N 2.5436 1.6535 -1.3954 -0.521 0.078 -0.107 0.13
C 3.6659 0.9346 -0.9508 0.080 -0.369 0.274 0.33
C 4.7943 0.7473 -1.8884 0.036 0.135 -0.101 0.06
C -1.6555 4.1534 -1.5005 0.036 -0.175 -0.096 0.00
H 4.3594 -0.4872 2.0711 0.053 -0.046 -0.024 0.00
H 5.3413 0.8665 1.5303 0.055 0.010 0.009 0.00
H 5.3607 -0.6353 0.6042 0.011 0.000 -0.048 0.00
H -1.5641 3.4000 2.5747 -0.066 0.066 0.013 0.00
H -2.6746 3.9405 1.2856 -0.024 -0.012 -0.036 0.00
H -1.1261 4.7558 1.5277 0.026 0.038 -0.034 0.00
H 4.4265 0.7332 -2.9128 0.033 -0.094 0.008 0.01
H 5.3491 -0.1628 -1.6788 -0.030 -0.060 0.033 0.00
H 5.4903 1.5880 -1.8162 0.037 0.041 0.017 0.02
H -2.5963 4.4254 -1.0284 -0.049 -0.019 0.015 0.00
H -1.8136 3.9189 -2.5499 -0.040 0.043 0.002 0.00
H -0.9874 5.0152 -1.4387 0.061 0.021 0.025 0.00
C 2.4202 -4.2021 0.7965 -0.084 -0.013 -0.025 0.00
C 2.5378 -2.7073 0.5869 -0.181 0.318 -0.388 0.00
S 1.1883 -2.0417 -0.4642 0.431 -1.125 0.072 0.03
O -0.0265 -2.7337 0.0178 -0.333 -0.528 0.387 0.01
C 1.6117 -2.8370 -2.0792 0.105 0.361 0.295 0.01
C 0.3600 -3.4115 -2.7062 -0.144 0.021 0.031 0.00
H 3.0945 -4.5133 1.5917 0.059 -0.017 0.006 0.00
H 2.6693 -4.7631 -0.1013 0.012 -0.060 -0.013 0.00
H 1.4035 -4.4537 1.0922 -0.015 -0.023 0.004 0.00
H 3.4641 -2.4098 0.0943 0.154 0.009 0.066 0.00
H 2.4396 -2.1770 1.5343 0.004 0.130 -0.029 0.00
H 2.3632 -3.5996 -1.8930 0.048 -0.036 0.007 0.00
H 2.0393 -2.0455 -2.6915 0.107 0.011 -0.019 0.00
H -0.0726 -4.1690 -2.0569 -0.064 0.011 -0.031 0.00
H 0.5935 -3.8627 -3.6686 0.098 -0.006 -0.021 0.00
H -0.3832 -2.6322 -2.8688 -0.064 -0.012 0.009 0.00
C -5.1853 0.3238 -1.1448 0.130 0.171 0.089 0.00
C -4.2438 1.1308 -0.2564 -0.212 -0.064 -0.181 0.00
N -3.6594 0.3050 0.7939 -0.042 0.003 0.398 0.01
C -2.6273 -0.5247 0.6036 0.476 -0.177 -0.393 0.02
S -1.7168 -0.4784 -0.8623 -0.215 0.454 -0.356 0.09
N -2.2645 -1.3913 1.5271 -0.096 -0.071 0.154 0.01
C -2.7386 -1.4274 2.9016 -0.251 -0.174 0.029 0.00
C -3.9379 -2.3546 3.0788 0.150 0.130 0.069 0.00
H -5.6778 0.9779 -1.8611 -0.042 0.015 -0.064 0.00
H -5.9509 -0.1664 -0.5439 -0.045 -0.013 -0.007 0.00
H -4.6234 -0.4319 -1.6902 -0.007 -0.046 -0.021 0.00
H -4.7810 1.9448 0.2333 0.052 0.004 0.013 0.00
H -3.4299 1.5456 -0.8524 -0.053 0.008 0.065 0.00
H -4.2598 0.1218 1.5857 0.049 -0.027 -0.013 0.00
H -1.5016 -2.0085 1.2557 0.096 0.170 -0.087 0.00
H -2.9791 -0.4104 3.2250 0.078 -0.018 -0.013 0.00
H -1.9056 -1.7684 3.5163 -0.005 0.080 -0.010 0.00
H -4.7701 -2.0575 2.4415 -0.064 -0.008 -0.026 0.00
H -4.2691 -2.3309 4.1149 -0.061 -0.039 0.041 0.00
H -3.6644 -3.3763 2.8254 -0.026 -0.055 -0.023 0.00
N 1.7886 3.6224 -0.0862 -0.350 -0.224 0.231 0.05
C 2.0352 2.6216 -0.6069 2.078 2.244 -0.734 0.02


(2)
64
Properties=species:S:1:pos:R:3:forces:R:3:nbo_charge:R:1 method="wB97M-V/def2-TZVPD" e_lumo_ev=0.216 homo_energy_ev=-9.33 multiplicity=1 smiles="C#CN(OB(O)O)C(=O)O.CC(C)=O.CC(C)=O.CC(C)=O.CC(C)=O.CC(C)=O" orbital_gap_ha=0.351
C 6.3154 1.9574 -1.3821 0.869 -0.235 0.391 -0.23
C 5.4065 2.5845 -1.8185 -0.755 0.225 -0.287 0.14
N 4.3812 3.3264 -2.3100 0.097 -0.480 0.374 -0.22
O 3.2432 2.5602 -2.7040 0.262 0.747 -0.277 -0.54
B 2.3321 2.3050 -1.6676 -0.702 -0.425 -0.073 1.25
O 0.9947 2.5719 -1.9351 0.329 0.468 0.350 -0.92
O 2.6892 1.7970 -0.4736 0.597 0.766 0.001 -0.87
C 4.0773 4.4785 -1.5585 0.267 0.421 0.458 0.85
O 4.5519 4.7434 -0.4878 -0.031 -0.105 -0.417 -0.56
O 3.2201 5.2941 -2.2072 -0.586 -0.729 0.157 -0.67
H 7.1629 1.4997 -0.9310 -0.098 -0.157 -0.126 0.24
H 0.9182 3.5270 -2.0483 -0.288 -0.092 -0.582 0.49
H 2.0129 2.0822 0.1556 -0.179 -0.779 0.174 0.52
H 2.7893 5.7958 -1.4996 0.221 0.402 -0.174 0.50
C -0.7370 -0.1998 -5.6403 -0.018 -0.041 -0.216 -0.72
C 0.3778 0.7147 -6.0976 0.018 0.001 0.067 0.59
C 1.1179 1.4646 -5.0187 0.086 0.060 -0.341 -0.72
O 0.6536 0.8342 -7.2674 -0.012 -0.005 -0.061 -0.54
H -1.1904 -0.6786 -6.5056 0.009 0.006 -0.016 0.23
H -0.3425 -0.9668 -4.9717 -0.050 0.066 0.117 0.23
H -1.4970 0.3761 -5.1090 0.049 -0.038 0.126 0.23
H 1.5857 0.7613 -4.3287 -0.117 0.032 0.123 0.23
H 0.4279 2.1029 -4.4676 0.010 -0.127 0.160 0.24
H 1.8914 2.0832 -5.4664 0.016 -0.008 -0.013 0.24
C -1.2852 -0.7128 -1.0456 0.455 0.180 0.144 -0.72
C -1.0006 0.3346 -0.0019 -0.033 -0.026 -0.082 0.61
C -2.1850 0.8958 0.7449 0.256 0.130 0.111 -0.72
O 0.1276 0.7113 0.2260 0.042 0.025 0.182 -0.58
H -0.3479 -1.0259 -1.5018 0.002 0.000 -0.002 0.23
H -1.7681 -1.5758 -0.5924 -0.187 0.021 -0.078 0.24
H -1.9389 -0.3083 -1.8152 -0.164 -0.089 0.042 0.24
H -2.7000 0.0965 1.2793 -0.130 0.015 -0.086 0.24
H -2.8776 1.3693 0.0477 -0.097 -0.129 0.001 0.23
H -1.8429 1.6369 1.4638 -0.029 0.000 0.024 0.23
C -4.1046 -2.4182 -4.6584 0.167 0.117 0.091 -0.72
C -4.1612 -2.7736 -3.1925 -0.034 -0.028 -0.028 0.60
C -5.2474 -3.7292 -2.7636 0.105 0.043 0.192 -0.72
O -3.3724 -2.3139 -2.3997 -0.088 -0.069 -0.083 -0.56
H -3.2828 -1.7279 -4.8338 0.008 0.001 0.006 0.23
H -3.9480 -3.3176 -5.2556 -0.126 -0.007 -0.038 0.23
H -5.0392 -1.9466 -4.9655 -0.046 -0.111 -0.059 0.23
H -5.1360 -4.6805 -3.2858 -0.097 0.028 -0.087 0.23
H -6.2275 -3.3098 -2.9952 -0.015 -0.075 -0.109 0.23
H -5.1776 -3.9006 -1.6923 0.008 0.005 0.008 0.24
C -0.6220 2.0353 5.4332 -0.166 0.152 -0.021 -0.72
C -1.6592 1.1266 4.8147 -0.012 -0.044 -0.085 0.60
C -1.2610 -0.3096 4.5966 -0.401 0.240 -0.204 -0.73
O -2.7550 1.5412 4.5121 -0.019 0.042 -0.013 -0.56
H -1.0325 3.0372 5.5352 -0.013 0.001 -0.003 0.23
H -0.3400 1.6637 6.4195 0.120 -0.061 -0.050 0.23
H 0.2648 2.0757 4.7986 0.070 -0.095 0.081 0.23
H -1.0062 -0.7769 5.5413 0.199 -0.045 0.021 0.26
H -0.4005 -0.3629 3.9276 0.112 -0.042 0.136 0.23
H -2.0939 -0.8471 4.1479 -0.003 0.000 -0.009 0.23
C 2.5036 -2.0295 6.7879 -0.172 0.130 -0.024 -0.72
C 1.4672 -2.9352 6.1682 0.038 -0.024 -0.002 0.60
C 1.8678 -4.3709 5.9350 -0.202 0.003 -0.083 -0.72
O 0.3683 -2.5283 5.8715 0.079 -0.124 0.092 -0.55
H 2.0919 -1.0294 6.9007 -0.010 0.003 -0.004 0.23
H 2.7936 -2.4088 7.7688 0.114 -0.051 -0.044 0.23
H 3.3873 -1.9816 6.1501 0.068 -0.082 0.074 0.23
H 2.1321 -4.8434 6.8822 0.130 0.011 -0.022 0.23
H 2.7268 -4.4156 5.2639 0.086 -0.021 0.099 0.23
H 1.0374 -4.9108 5.4870 -0.012 0.006 -0.003 0.24


(3)
67
Properties=species:S:1:pos:R:3:forces:R:3:nbo_charge:R:1 method="wB97M-V/def2-TZVPD" charge=+1 e_lumo_ev=-4.517 homo_energy_ev=-10.70 multiplicity=1 orbital_gap_ha=0.227
C 1.2567 1.0063 -4.3100 -0.552 0.742 -0.169 -0.64
C 0.3691 0.1234 -3.2520 -0.579 0.643 0.221 -0.42
C 1.2252 -0.9327 -2.3386 -0.384 -0.354 -0.790 -0.46
C 1.7486 -0.2918 -0.8862 2.139 0.322 -2.829 -0.11
O 1.2381 -1.0726 0.2445 -1.213 2.686 3.142 -0.53
C 1.0881 -0.2974 1.4720 2.255 -1.080 -1.185 0.80
N 2.2292 -0.2429 2.2256 -2.863 2.102 -0.610 -0.64
C 1.8247 0.5472 3.4918 2.926 -0.891 1.376 0.46
O 2.9425 1.0463 4.3621 -0.586 -0.543 -3.771 -0.70
Br 1.4755 -1.1418 4.5948 -1.025 0.752 -0.022 0.07
C 0.6136 1.5500 3.0835 -1.879 0.373 1.140 -0.22
C 0.7784 2.9287 2.2433 4.628 2.714 -2.882 -0.10
Br -0.7469 4.2701 1.9172 1.235 -2.189 0.762 0.12
C 2.0225 3.4718 1.5818 -2.638 -2.523 2.071 -0.06
C 3.4593 2.7306 1.6790 1.655 1.794 -0.612 -0.73
Br 2.0216 5.2153 0.5038 0.223 -2.418 1.457 0.11
C -0.0400 2.0420 4.5490 1.512 -1.218 2.064 -0.26
Br -2.0243 2.2823 4.5811 1.303 0.029 -0.212 0.06
C 0.8246 3.2854 5.2405 0.836 0.346 0.445 -0.46
C 0.1209 4.7262 5.3224 0.714 1.769 0.947 -0.66
C -0.2224 0.5191 2.1205 2.472 -0.792 -5.089 -0.42
C -0.9563 1.0320 0.7431 -2.046 1.687 -0.847 -0.27
N -1.6363 -0.1064 -0.0470 0.475 1.294 0.574 -0.87
P -1.4998 -0.7289 2.7531 -1.398 -2.470 4.912 1.36
O -1.2504 -2.3399 2.1478 0.534 2.035 -0.284 -0.96
O -3.1476 -0.1954 2.6151 1.541 -1.128 -0.296 -0.97
H 2.2522 1.3912 -3.8169 -1.864 -0.898 -1.036 0.21
H 0.6317 1.9767 -4.6014 1.333 -2.082 0.645 0.23
H 1.4675 0.4559 -5.3393 -0.292 0.933 2.437 0.23
H -0.5174 -0.4037 -3.8493 2.090 0.904 1.369 0.23
H -0.1620 0.8771 -2.4929 1.050 -1.411 -1.652 0.18
H 2.1370 -1.2922 -3.0163 -1.784 0.791 1.814 0.24
H 0.5517 -1.8881 -2.1895 1.455 1.881 0.074 0.27
H 1.5512 0.8592 -0.8402 -0.029 -2.172 0.187 0.20
H 2.9356 -0.4154 -0.9258 -2.480 0.277 0.446 0.20
H 3.1889 -0.6780 2.0825 -1.962 0.516 -0.033 0.48
H 3.8028 0.7303 3.9252 -1.667 0.688 1.025 0.49
H 3.9402 2.7735 2.7719 -1.495 -0.337 -2.315 0.26
H 3.5580 1.6887 1.1597 -0.602 1.877 1.181 0.23
H 4.2364 3.4026 1.0626 -1.877 -1.441 1.266 0.27
H 0.0786 1.1856 5.3775 -0.242 1.592 -2.410 0.27
H 1.1166 2.9987 6.3658 -0.901 0.230 -2.635 0.25
H 1.8926 3.4329 4.7244 -2.539 -0.651 0.788 0.24
H -0.0711 5.0060 6.4671 0.283 -0.698 -2.562 0.23
H 0.9037 5.5469 4.9489 -1.764 -1.783 0.724 0.23
H -0.8633 4.9244 4.7514 1.743 -0.771 0.902 0.24
H -1.8790 1.6987 1.1067 2.362 -1.187 -0.705 0.27
H -0.2878 1.6527 0.0164 -1.075 -0.891 1.708 0.22
H -1.0801 -0.3346 -0.8988 -0.717 0.163 1.044 0.39
H -2.6081 0.1899 -0.3282 1.627 -0.367 0.437 0.40
H -0.4573 -2.7174 2.6276 -1.306 0.719 -0.415 0.51
H -3.5783 -0.4035 3.5162 1.366 0.381 -1.863 0.53
O -0.6809 -3.3822 -3.6643 -0.661 -0.521 0.070 -0.95
S -2.0486 -3.8393 -3.5403 -0.812 -0.369 -0.392 2.35
O -2.3785 -5.1387 -2.9935 0.727 1.193 -0.482 -0.91
O -2.7967 -3.6710 -4.9774 0.246 0.538 1.572 -0.71
C -2.2112 -4.2691 -6.1251 0.422 -0.764 -1.037 -0.08
C -2.4683 -5.7639 -6.1632 0.065 -0.286 0.245 -0.64
C -2.9786 -2.6102 -2.6600 -0.077 0.083 -0.120 -0.89
H -1.1396 -4.0495 -6.1750 -0.106 0.053 0.164 0.19
H -2.6769 -3.8046 -7.0009 -0.041 0.177 0.385 0.20
H -1.9377 -6.2745 -5.3540 -0.054 0.059 -0.130 0.22
H -2.1295 -6.1908 -7.1113 -0.053 0.128 0.066 0.22
H -3.5343 -5.9777 -6.0362 0.142 0.085 -0.106 0.22
H -2.7752 -1.6315 -3.0983 -0.032 -0.152 -0.031 0.24
H -2.6585 -2.6278 -1.6162 0.063 -0.157 -0.112 0.26
H -4.0402 -2.8545 -2.7276 0.177 -0.010 -0.026 0.26